No. 1
A structure of composition C15H30O27S6. Source: the Open Molecules 2025 dataset; level of theory: the ωB97M-V functional and the def2-TZVPD basis.

Calculated values
energy above the lowest of the compared OMol25 structures with the same formula, charge and spin	0.0	kJ/mol
molecular weight	834.8	g/mol
HOMO-LUMO gap	0.3949	hartree
DFT total energy	-136328.4668	eV
E_LUMO	0.010	Ha
total charge	0

Geometry (Å):
C: 7.449 5.088 18.610
C: 6.790 6.431 18.164
O: 7.865 7.104 17.410
S: 8.694 5.970 16.563
O: 10.050 6.430 16.469
O: 7.909 5.490 15.446
O: 8.567 4.815 17.762
H: 6.770 4.265 18.417
H: 7.741 5.327 19.649
H: 6.667 7.092 19.071
H: 5.963 6.232 17.497
C: 14.226 10.830 14.849
C: 13.176 11.776 14.445
O: 13.837 12.706 13.587
S: 14.964 12.032 12.772
O: 16.174 12.790 12.856
O: 14.425 11.615 11.532
O: 15.073 10.735 13.719
H: 13.702 9.908 14.950
H: 14.756 11.230 15.708
H: 12.782 12.322 15.270
H: 12.331 11.398 13.846
C: 6.755 5.916 12.366
C: 5.417 6.085 13.107
O: 5.033 7.419 12.806
S: 6.372 8.399 12.958
O: 6.685 8.594 14.366
O: 6.256 9.514 12.102
O: 7.327 7.327 12.321
H: 6.622 5.606 11.336
H: 7.529 5.343 12.818
H: 5.585 5.904 14.119
H: 4.673 5.433 12.747
C: 11.473 8.467 20.907
C: 11.027 8.256 19.510
O: 9.644 8.612 19.631
S: 9.104 8.384 21.099
O: 8.323 7.218 21.132
O: 8.538 9.557 21.645
O: 10.412 7.966 21.768
H: 11.574 9.523 21.067
H: 12.409 7.964 21.157
H: 11.053 7.242 19.143
H: 11.610 8.887 18.791
C: 17.520 11.671 21.726
C: 16.782 11.887 23.018
O: 15.371 11.995 22.502
S: 15.236 11.042 21.162
O: 14.735 11.786 20.045
O: 14.479 9.856 21.475
O: 16.734 10.734 20.991
H: 18.504 11.247 21.878
H: 17.647 12.612 21.161
H: 17.064 12.802 23.500
H: 16.766 11.056 23.755
C: 9.194 10.225 14.879
C: 8.168 10.372 16.137
O: 8.786 11.283 17.070
S: 10.320 11.374 16.724
O: 11.085 10.344 17.330
O: 10.728 12.687 17.027
O: 10.264 11.139 15.143
H: 8.807 10.500 13.885
H: 9.679 9.225 14.804
H: 8.066 9.414 16.620
H: 7.260 10.899 15.805
C: 12.754 14.271 10.132
O: 12.397 15.002 11.313
C: 11.442 14.432 11.982
O: 10.999 13.305 11.957
O: 10.977 15.331 12.907
C: 10.390 14.639 14.022
H: 13.360 13.403 10.322
H: 13.372 15.016 9.604
H: 11.854 13.930 9.562
H: 9.467 14.208 13.755
H: 10.202 15.412 14.749
H: 11.079 13.914 14.333



No. 2
The molecule C21H27N3O3S2. Source: the Open Molecules 2025 dataset; level of theory: the ωB97M-V functional and the def2-TZVPD basis.

Calculated values
energy above the lowest of the compared OMol25 structures with the same formula, charge and spin	0.0	kJ/mol
molecular weight	433.6	g/mol
HOMO-LUMO gap	0.3034	hartree
SMILES string	CSc1ccc(-c2nc(CSCC(=O)NCCCN3CCCC3=O)c(C)o2)cc1
DFT total energy	-54500.4649	eV
E_LUMO	0.013	Ha
total charge	0

Geometry (Å):
C: 1.982 -0.849 7.451
H: 0.910 -1.024 7.441
H: 2.211 0.208 7.548
H: 2.437 -1.401 8.268
S: 2.735 -1.511 5.938
C: 1.992 -0.580 4.641
C: 1.029 0.402 4.837
C: 0.501 1.076 3.754
C: 0.923 0.782 2.458
C: 1.897 -0.202 2.267
C: 2.422 -0.874 3.345
H: 3.176 -1.634 3.207
H: 2.234 -0.416 1.266
C: 0.360 1.476 1.325
N: 0.573 1.209 0.066
C: -0.178 2.111 -0.634
C: -0.843 2.910 0.258
O: -0.497 2.505 1.504
C: -1.788 4.037 0.076
H: -1.247 4.967 -0.099
H: -2.397 4.153 0.968
H: -2.428 3.841 -0.781
C: -0.240 2.121 -2.111
H: -0.132 3.130 -2.511
H: 0.526 1.468 -2.524
S: -1.885 1.491 -2.653
C: -1.596 1.352 -4.443
C: -0.343 0.538 -4.717
O: 0.666 1.055 -5.162
N: -0.451 -0.762 -4.407
C: 0.678 -1.654 -4.490
H: 0.404 -2.528 -5.090
H: 1.474 -1.106 -5.002
C: 1.171 -2.111 -3.114
H: 1.394 -1.238 -2.498
H: 2.099 -2.664 -3.259
C: 0.161 -3.009 -2.379
N: -0.705 -2.306 -1.468
C: -1.956 -1.914 -1.760
O: -2.482 -2.028 -2.854
C: -2.560 -1.293 -0.517
H: -2.587 -0.212 -0.668
C: -1.599 -1.689 0.603
H: -1.938 -2.607 1.084
H: -1.495 -0.919 1.364
C: -0.280 -1.936 -0.136
H: 0.320 -1.018 -0.169
H: 0.315 -2.734 0.313
H: -3.581 -1.639 -0.367
H: 0.698 -3.768 -1.800
H: -0.479 -3.515 -3.107
H: -1.312 -1.134 -4.011
H: -1.488 2.353 -4.862
H: -2.486 0.865 -4.838
H: -0.248 1.837 3.909
H: 0.681 0.651 5.827



No. 3
A cluster of 2 separate species, C4H10O2 in total. Source: the Open Molecules 2025 dataset; level of theory: the ωB97M-V functional and the def2-TZVPD basis.

Calculated values
energy above the lowest of the compared OMol25 structures with the same formula, charge and spin	181.6	kJ/mol
molecular weight	90.1	g/mol
HOMO-LUMO gap	0.4066	hartree
SMILES string	CC=O.CCO
DFT total energy	-8403.6646	eV
E_LUMO	0.039	Ha
total charge	0

Geometry (Å):
C: 2.891 -1.629 -1.517
O: 3.953 -0.741 -1.228
C: 3.406 -3.071 -1.656
H: 2.125 -1.660 -0.735
H: 2.306 -1.336 -2.392
H: 4.729 -1.273 -1.190
H: 4.344 -3.235 -1.117
H: 2.716 -3.740 -1.127
H: 3.502 -3.503 -2.646
O: -2.947 4.190 2.276
C: -3.962 3.566 2.414
C: -4.439 2.432 1.536
H: -4.567 3.736 3.324
H: -4.930 2.724 0.606
H: -5.254 2.001 2.145
H: -3.871 1.535 1.307



No. 4
A cluster of 2 separate species, C3H11N2O in total. Source: the Open Molecules 2025 dataset; level of theory: the ωB97M-V functional and the def2-TZVPD basis.

Calculated values
energy above the lowest of the compared OMol25 structures with the same formula, charge and spin	232.1	kJ/mol
⟨S²⟩	0.755
molecular weight	91.1	g/mol
HOMO-LUMO gap (alpha / beta)	0.4321 / 0.2384	hartree
DFT total energy	-8295.8024	eV
E_LUMO (alpha / beta)	-0.318 / -0.510	Ha
multiplicity	2
total charge	+2

Geometry (Å):
C: -0.127 0.171 -2.224
N: 1.086 0.445 -1.938
H: -0.811 -0.047 -1.419
H: -0.458 0.177 -3.249
H: 1.737 0.660 -2.688
H: 1.404 0.539 -0.916
C: 0.224 0.669 1.122
O: 1.609 0.677 0.599
C: -0.370 -0.739 1.107
N: -1.846 -0.670 0.896
H: 0.246 1.108 2.124
H: -0.357 1.338 0.449
H: 2.126 0.076 1.176
H: 0.086 -1.290 0.278
H: -0.053 -1.252 2.059
H: -2.269 -0.235 1.715
H: -2.228 -1.627 0.909



No. 5
A structure of composition C6H13NO. Source: the Open Molecules 2025 dataset; level of theory: the ωB97M-V functional and the def2-TZVPD basis.

Calculated values
energy above the lowest of the compared OMol25 structures with the same formula, charge and spin	352.1	kJ/mol
molecular weight	115.2	g/mol
HOMO-LUMO gap	0.3454	hartree
DFT total energy	-9967.5255	eV
E_LUMO	0.022	Ha
total charge	0

Geometry (Å):
O: -0.385 1.846 -1.181
C: -1.251 1.022 -1.004
C: -1.154 -0.237 -0.253
C: 0.238 -0.777 0.161
C: 1.245 -0.721 -1.010
C: 0.801 -0.090 1.432
C: 1.053 1.387 1.273
N: -2.254 -1.123 -0.254
H: -2.250 1.373 -1.304
H: -0.966 -0.100 -1.515
H: 0.076 -1.819 0.416
H: 1.155 0.250 -1.483
H: 2.277 -0.790 -0.644
H: 1.037 -1.478 -1.766
H: 1.739 -0.606 1.599
H: 0.099 -0.317 2.215
H: 1.704 1.735 2.075
H: 1.486 1.708 0.325
H: 0.146 2.000 1.291
H: -2.225 -1.790 -1.005
H: -2.571 -1.472 0.633